272
Properties=species:S:1:pos:R:3:forces:R:3 method="wB97M-V/def2-TZVPD" molar_mass_g_mol=1759.095 e_lumo_ev=-2.06 homo_lumo_gap_ev=6.26 energy_ha=-6112.81162 homo_energy_ev=-8.32 fmax_ev_per_a=4.8
C -7.3371 4.0132 2.5106 0.8 -0.6 -0.3
O -6.9554 2.6479 2.7975 -1.6 0.9 -1.4
C -5.9979 2.3596 3.7645 -0.3 -1.7 -0.1
C -5.5285 0.8574 3.4960 1.2 1.8 -1.0
N -6.3867 -0.2835 3.7632 0.1 0.5 0.8
C -6.6202 -0.4357 5.1880 0.4 -0.2 0.8
C -5.3591 -0.7982 6.0390 -0.3 0.0 -0.6
O -4.4011 -1.5653 5.2905 -0.6 0.1 1.4
C -3.4817 -2.1905 6.2001 1.0 -0.4 -1.6
H -6.4716 4.5646 2.1432 0.4 0.3 0.6
H -7.8738 4.5402 3.2995 0.3 -0.2 0.4
H -7.9686 4.0782 1.6245 -0.3 -0.9 0.1
H -6.4573 2.3884 4.7525 0.0 0.2 0.4
H -5.2031 3.1046 3.7274 0.5 -0.3 0.0
H -4.5240 0.6978 3.8881 0.2 0.3 1.0
H -5.2622 0.7415 2.4454 -0.5 0.6 -0.4
H -5.7100 -1.0116 3.5843 -0.3 -0.8 -0.5
H -7.3701 -1.2061 5.3679 0.0 -0.1 -0.2
H -7.0354 0.4787 5.6118 -0.1 0.1 -0.1
H -5.7367 -1.3843 6.8769 0.2 -0.1 0.3
H -4.8145 0.0637 6.4247 -0.2 0.3 0.1
H -2.5359 -2.1239 5.6624 0.3 -0.2 0.1
H -3.6891 -3.2550 6.3092 -0.4 0.0 0.1
H -3.2787 -1.7582 7.1799 -0.7 0.5 -0.1
C 0.2970 -2.8063 -7.4433 0.2 0.1 1.1
O -0.8951 -2.3603 -8.0541 -0.2 0.2 0.7
C -1.0977 -2.5412 -9.4400 0.9 -1.3 -0.2
C -2.5179 -2.6341 -9.7870 -3.0 0.7 -0.2
N -3.2284 -3.7472 -9.1534 0.7 0.2 0.5
C -4.6805 -3.7076 -9.2677 0.0 1.1 1.2
C -5.3497 -2.6469 -8.2627 0.4 -2.4 -1.0
O -4.9184 -1.3991 -8.6161 -0.8 2.4 -0.9
C -5.7641 -0.4081 -8.0335 1.4 0.9 -0.4
H 1.2572 -2.4613 -7.8270 -0.2 0.3 -0.7
H 0.4099 -3.8678 -7.2231 -0.4 -0.5 -0.9
H 0.2597 -2.4430 -6.4163 -0.1 0.5 0.0
H -0.7476 -3.5447 -9.6820 1.0 0.1 -0.5
H -0.6864 -1.6994 -9.9970 0.6 -0.3 -0.2
H -2.7701 -2.7657 -10.8392 1.0 0.0 -0.5
H -3.0207 -1.6895 -9.5797 0.1 0.3 0.4
H -3.0207 -3.6644 -8.1684 0.1 -0.4 0.4
H -5.0016 -4.7371 -9.1088 -0.5 0.2 0.2
H -4.9551 -3.4030 -10.2776 -0.1 0.0 -0.1
H -5.0295 -2.7512 -7.2260 -0.2 -0.9 0.3
H -6.4338 -2.7051 -8.3604 -0.3 -0.3 0.2
H -6.7634 -0.2695 -8.4462 -0.4 -1.1 0.1
H -5.3472 0.5590 -8.3145 0.5 0.0 0.3
H -5.7065 -0.5145 -6.9502 -0.5 0.1 0.1
C -2.0113 1.9129 1.3904 0.1 -2.5 2.0
O -2.5695 2.0538 0.1760 0.5 2.3 -4.1
C -3.9119 1.7600 0.0223 -0.6 0.5 -0.8
C -4.4956 2.1314 -1.4003 -0.2 -1.1 0.7
N -4.0495 1.3181 -2.5240 1.8 0.5 -0.6
C -4.6910 1.6893 -3.8316 0.7 -0.4 3.2
C -4.0854 0.8802 -4.9487 -0.7 0.6 -2.3
O -2.6800 0.9008 -5.1740 1.2 -0.5 1.4
C -2.0979 -0.0500 -6.0916 -0.7 0.4 -0.2
H -2.7336 2.0827 2.1888 -0.1 0.3 0.4
H -1.0750 2.4170 1.6296 -0.2 0.5 -0.8
H -1.7925 0.8451 1.3816 0.4 -0.2 1.2
H -4.4045 2.3870 0.7655 -0.8 -0.2 0.1
H -4.0904 0.7047 0.2284 -0.2 -0.2 0.1
H -4.4056 3.2046 -1.5680 0.0 0.2 0.0
H -5.5425 1.8279 -1.4008 -0.5 0.7 0.8
H -3.0795 1.5513 -2.6814 0.6 -0.3 0.2
H -4.7225 2.7764 -3.9055 0.3 0.2 -0.7
H -5.7025 1.3805 -3.5680 -0.5 -0.1 -1.2
H -4.4055 1.3871 -5.8590 -1.0 -0.2 -0.3
H -4.5691 -0.0961 -4.9169 0.6 -0.4 -0.1
H -2.5057 0.0540 -7.0972 -0.4 0.0 -0.1
H -2.2011 -1.0975 -5.8086 -0.3 0.0 0.3
H -1.0321 0.1363 -6.2238 0.0 0.3 0.5
C 2.5914 1.9921 5.6292 -1.5 1.1 -0.7
O 2.9241 3.2577 6.2132 1.0 0.1 0.2
C 2.9935 4.3563 5.2966 -0.2 0.8 -0.1
C 3.5834 5.6479 6.0024 1.0 -3.2 -0.8
N 2.8602 6.0214 7.1493 -2.3 0.7 1.0
C 3.2832 7.2867 7.7119 0.9 -0.7 1.5
C 2.8202 7.4816 9.1770 -1.8 -0.1 -0.5
O 3.3665 6.5178 10.0348 1.9 -0.2 -0.6
C 3.2164 6.7576 11.4319 -0.6 -0.2 -1.3
H 1.5337 2.0836 5.3824 -0.4 -0.3 -0.1
H 2.6633 1.1162 6.2740 0.6 0.5 0.4
H 3.0526 1.7990 4.6606 0.7 0.1 0.1
H 2.0250 4.5915 4.8551 -0.4 -0.2 0.2
H 3.6304 4.1049 4.4486 0.4 -0.1 0.0
H 3.7856 6.4805 5.3285 -0.3 -0.2 -0.1
H 4.5119 5.2032 6.3606 0.9 0.5 -0.2
H 3.0224 5.3388 7.8758 -0.1 -0.3 0.1
H 3.0934 8.1140 7.0281 -0.3 0.1 0.3
H 4.3561 7.1660 7.8616 0.6 0.7 -0.2
H 1.7623 7.3008 9.3676 -0.7 0.5 -1.0
H 2.9750 8.5277 9.4413 0.6 0.1 0.4
H 2.2915 6.2657 11.7333 0.0 -0.1 0.4
H 3.0660 7.8291 11.5633 0.5 0.1 0.6
H 4.0954 6.2950 11.8807 -0.2 0.4 0.4
C 2.3309 6.1962 -7.5953 0.5 -0.3 -0.7
O 0.9519 6.4489 -7.7754 0.8 -0.2 0.5
C 0.4513 7.2067 -6.7029 -0.6 0.2 0.3
C 0.1752 6.4157 -5.4090 -0.4 -1.2 -2.2
N -0.5779 5.1763 -5.8380 0.1 0.6 1.7
C -0.9408 4.2692 -4.7288 1.1 -0.2 0.5
C 0.1945 3.9132 -3.6787 -0.4 0.2 -0.8
O 1.3083 3.1737 -4.2209 0.1 0.8 0.1
C 0.9725 1.8811 -4.6667 -1.1 -0.2 0.6
H 2.6258 5.6634 -6.6912 -0.5 -0.3 0.2
H 2.9392 7.1005 -7.5781 -0.2 0.5 -0.1
H 2.6638 5.6131 -8.4540 -0.1 -0.1 0.1
H -0.4764 7.6456 -7.0699 -0.1 0.0 0.1
H 1.1417 8.0168 -6.4675 0.1 0.3 0.0
H -0.4426 7.0942 -4.8207 0.1 -0.4 0.5
H 1.1304 6.1187 -4.9759 -0.1 0.4 0.6
H 0.0674 4.6345 -6.3948 0.1 0.2 -0.4
H -1.3004 3.3544 -5.1997 0.1 -0.2 0.1
H -1.7941 4.5960 -4.1344 0.0 0.6 -0.1
H -0.2745 3.4550 -2.8080 -0.2 -1.0 -0.1
H 0.6176 4.7855 -3.1805 0.2 0.3 -0.6
H 1.8037 1.2372 -4.9540 0.4 0.6 0.1
H 0.2690 1.9159 -5.4986 0.0 0.0 -0.2
H 0.4735 1.4025 -3.8241 -0.2 -0.5 -0.1
C -4.3827 -2.1960 1.0903 -0.1 -1.3 -0.8
O -3.8924 -2.4340 -0.2484 0.4 0.8 -0.7
C -4.6408 -1.7673 -1.3082 -0.4 1.0 0.9
C -4.2412 -2.0245 -2.7441 0.1 -1.5 0.8
N -4.3076 -3.4410 -3.0734 -0.4 0.5 -1.8
C -3.9162 -3.6028 -4.5168 -0.8 -1.5 1.3
C -3.3880 -5.0129 -4.7508 -0.3 -0.5 0.3
O -3.0296 -5.2505 -6.0766 1.0 0.4 -1.8
C -1.6435 -5.3977 -6.3994 -1.1 -0.8 0.5
H -5.1511 -2.9564 1.2297 -0.5 0.3 0.3
H -4.7707 -1.1959 1.2833 0.1 0.1 -0.3
H -3.5901 -2.4706 1.7863 0.1 0.3 -0.1
H -4.5473 -0.6825 -1.2577 0.3 0.1 0.6
H -5.6938 -1.9484 -1.0927 -0.2 -0.5 -0.4
H -3.2262 -1.6822 -2.9459 0.3 0.6 0.2
H -4.9061 -1.4371 -3.3773 -0.1 0.0 0.1
H -3.6835 -3.9250 -2.4438 0.1 -0.1 -0.6
H -3.1390 -2.8987 -4.8138 0.0 0.3 -0.2
H -4.8130 -3.5428 -5.1334 0.0 0.7 -0.1
H -4.1139 -5.8224 -4.6740 -0.5 0.4 1.3
H -2.6034 -5.1572 -4.0080 0.4 -0.5 -0.2
H -1.1142 -4.6487 -5.8104 0.6 0.0 -0.6
H -1.5377 -5.4575 -7.4826 0.0 1.3 -0.1
H -1.3185 -6.4155 -6.1834 0.2 -0.1 0.9
C 1.7691 2.9898 2.0289 -0.2 -0.6 -0.6
O 1.3749 2.3491 0.8072 -0.5 -0.4 0.1
C 1.5864 3.0699 -0.4124 2.5 0.1 0.6
C 3.1081 3.1448 -0.7354 -0.9 0.7 1.3
N 3.7346 4.3442 -0.1693 1.2 -0.3 -0.8
C 5.1884 4.1815 -0.1479 -0.3 2.1 -0.2
C 5.7204 5.6183 0.0571 1.2 -0.8 0.3
O 5.3497 6.2106 1.3171 -1.3 -0.4 -0.8
C 5.7839 5.4886 2.4336 1.4 0.2 0.3
H 1.4815 2.3553 2.8673 -0.4 -0.3 -0.3
H 1.2658 3.9468 2.1662 0.1 0.3 -0.1
H 2.8514 3.0664 2.1323 0.2 0.3 -0.3
H 1.2022 4.0818 -0.2840 -0.3 0.1 -0.4
H 1.2558 2.5807 -1.3286 -1.2 -0.5 0.8
H 3.1929 3.1505 -1.8221 0.3 0.3 -0.1
H 3.6091 2.2539 -0.3568 -0.2 -0.4 -0.1
H 3.6106 4.5908 0.8022 -1.4 -0.4 0.0
H 5.5774 3.7785 -1.0830 0.0 0.0 0.0
H 5.5125 3.5596 0.6865 0.2 -0.4 -0.1
H 5.4400 6.2661 -0.7734 -0.5 0.1 0.4
H 6.8091 5.5849 0.0165 0.5 0.0 0.2
H 5.5164 4.4421 2.5800 -0.7 -0.2 -0.6
H 5.5040 5.9828 3.3640 -0.1 0.4 -0.3
H 6.8714 5.4733 2.3612 0.4 -0.1 0.4
C 3.8129 -0.8564 -3.5397 -0.5 -0.2 1.4
O 4.2652 -2.1864 -3.8146 -0.3 -0.4 -0.5
C 4.0217 -3.0704 -2.7215 -0.3 -0.1 0.6
C 4.5947 -4.4894 -2.8189 1.4 1.2 1.8
N 4.5317 -5.1065 -1.4478 -1.7 -0.4 -1.4
C 5.0543 -6.4416 -1.3935 1.3 -0.9 0.7
C 6.6354 -6.5443 -1.4403 -2.6 0.3 1.3
O 7.1985 -5.8889 -0.3155 0.2 0.4 1.7
C 6.9703 -6.4913 1.0158 0.3 -1.7 -1.8
H 2.7571 -0.8523 -3.2689 -0.2 -0.1 -0.2
H 3.9620 -0.0675 -4.2769 0.4 -0.9 -0.7
H 4.3055 -0.4871 -2.6402 0.3 0.0 0.3
H 2.9888 -3.2666 -2.4340 -0.6 0.8 -0.5
H 4.4463 -2.6060 -1.8314 0.3 0.1 0.3
H 5.6662 -4.3388 -2.9507 0.1 -0.4 -1.3
H 4.0624 -5.1306 -3.5214 0.3 0.1 0.0
H 4.8909 -4.5724 -0.6695 0.2 0.4 -0.4
H 4.6421 -7.1612 -2.1008 -0.2 0.6 -0.8
H 4.6698 -6.8959 -0.4803 0.5 0.0 0.5
H 6.9056 -5.9706 -2.3269 0.7 -0.5 0.1
H 6.8331 -7.6162 -1.4331 0.6 -0.1 -0.4
H 7.6884 -6.2427 1.7973 -0.1 1.2 -0.5
H 7.2048 -7.5493 0.8986 -0.1 -0.5 -0.2
H 5.9451 -6.5107 1.3856 -0.1 0.8 -0.1
C 0.3174 -2.3192 -3.2601 -1.1 0.7 0.0
O 0.6780 -1.2472 -2.3965 0.8 -0.7 -0.4
C -0.4483 -0.4653 -1.9744 1.8 -0.5 1.0
C -0.9463 -0.9827 -0.6101 -0.8 1.4 -1.9
N -0.0220 -0.8096 0.4637 -0.3 -1.7 1.1
C -0.5515 -1.4918 1.6800 0.2 -0.5 -1.0
C 0.0845 -1.0197 2.9014 0.9 0.5 0.8
O -0.3972 0.2610 3.2179 -0.1 0.4 1.1
C -0.6672 0.4983 4.6120 0.9 0.1 -1.5
H 0.0333 -1.8554 -4.2048 -0.4 -0.2 -0.3
H -0.5328 -2.8297 -2.8076 -0.3 -0.2 -0.2
H 1.0537 -3.0837 -3.5081 0.6 0.4 0.6
H -1.1770 -0.3488 -2.7766 -0.4 -0.2 0.1
H 0.0265 0.5002 -1.7999 -0.3 0.4 0.1
H -1.2603 -2.0235 -0.6889 0.0 -0.1 0.1
H -1.8255 -0.3484 -0.4974 -0.7 -0.2 0.5
H 0.3317 0.1190 0.6447 -0.4 0.4 0.0
H -0.3919 -2.5698 1.7031 0.6 -0.3 -0.9
H -1.6273 -1.4931 1.8553 -0.5 0.8 -0.5
H 1.1585 -0.9358 2.7357 0.5 -0.1 0.1
H -0.0484 -1.7694 3.6814 -0.2 0.2 0.4
H 0.2371 0.4254 5.2163 0.2 -0.4 0.1
H -1.4014 -0.2329 4.9502 -0.3 0.4 0.3
H -0.9157 1.5594 4.6284 -0.7 -0.4 0.2
C 0.2533 -5.6726 0.7849 -1.1 0.8 1.7
C 1.1511 -5.8735 -0.1618 1.8 0.2 -0.6
C 0.8407 -5.7476 -1.6190 -3.2 0.1 0.9
O 1.5584 -6.1046 -2.4976 1.9 -0.2 -0.9
C -0.5395 -5.3214 -1.8610 0.5 0.1 -1.3
C -1.3997 -5.0711 -0.9019 -2.2 1.6 -0.4
C -1.0708 -5.1118 0.5114 -0.6 -1.1 1.5
O -1.9261 -4.8038 1.3507 1.4 -0.1 -0.8
O -2.6517 -4.6419 -1.2250 1.5 -1.2 -0.4
O 2.4341 -6.1458 0.0671 -1.0 -0.5 1.2
H 0.4816 -5.7597 1.8369 0.3 -0.1 0.1
H -0.8937 -5.1184 -2.8609 0.3 -0.3 -0.2
H -3.0374 -4.0636 -0.5628 -0.4 0.6 1.0
H 2.8873 -5.9935 -0.7654 1.0 0.3 -0.9
C -2.0818 2.8728 6.2912 0.3 1.1 -0.2
C -1.6463 2.1987 7.3667 -0.5 0.2 0.6
C -0.4293 2.6405 8.1979 0.5 -1.8 1.1
O -0.0272 1.9198 9.1500 -1.3 1.8 -2.4
C 0.1702 3.8856 7.7455 0.2 -1.1 0.0
C -0.2873 4.5296 6.6654 1.4 3.7 0.2
C -1.4551 4.1657 5.8337 -2.3 -0.5 -1.4
O -1.9372 4.8530 4.9091 1.6 -1.7 2.4
O 0.2214 5.7730 6.3717 -2.4 -1.5 -1.4
O -2.3920 1.1516 7.8095 0.5 0.4 -0.4
H -2.9985 2.5705 5.8067 0.0 -0.1 -0.2
H 1.0996 4.2484 8.1591 -0.2 -0.1 0.5
H 1.0991 5.9755 6.7037 1.4 -0.3 0.9
H -2.0682 0.8594 8.6647 0.5 -0.1 0.4
C 4.3186 -4.7799 6.0810 -1.7 0.3 -0.6
C 3.5388 -3.6733 6.2099 0.9 1.4 0.7
C 2.1563 -3.4115 5.5538 0.5 -2.8 -1.3
O 1.6327 -2.3169 5.5153 0.5 -0.8 0.6
C 1.6376 -4.6959 4.8726 2.0 -1.0 0.7
C 2.4112 -5.8819 4.7910 -1.7 3.2 0.7
C 3.8130 -5.9819 5.3631 2.0 0.1 1.2
O 4.5135 -7.0101 5.3376 -2.2 1.5 -0.7
O 1.9228 -6.9960 4.2743 0.1 0.4 -0.1
O 4.0282 -2.5934 6.9196 -0.3 -1.5 -0.7
H 5.3050 -4.8325 6.5177 0.0 0.0 0.0
H 0.6298 -4.7145 4.4848 -0.1 0.1 -0.1
H 2.7047 -7.5528 4.2632 0.3 -1.2 -0.2
H 3.3211 -1.9460 6.9702 -0.3 0.4 -0.1
C 3.7658 -3.3576 1.3918 0.1 0.6 0.1
C 3.1748 -2.3777 0.6456 -3.2 -3.2 -1.0
C 3.5703 -1.0059 0.6885 -0.8 3.8 -1.1
O 3.0966 -0.1201 -0.0578 0.6 -2.2 0.9
C 4.4712 -0.6228 1.7230 1.1 -0.8 1.2
C 5.0990 -1.5810 2.4341 2.7 2.1 2.6
C 4.8668 -3.0456 2.3393 -0.2 -2.0 -0.9
O 5.4993 -3.9445 2.9377 -1.1 2.6 -0.9
O 6.0741 -1.1770 3.4148 -2.1 -0.6 -2.1
O 2.0156 -2.6069 -0.1022 3.1 -1.2 1.5
H 3.4414 -4.3876 1.4079 -0.2 0.0 -0.3
H 4.6232 0.4362 1.8710 0.3 -0.1 0.0
H 6.6532 -1.9376 3.5026 0.2 -0.4 0.4
H 1.6844 -1.7604 -0.4107 -0.6 0.9 -0.3